# 1
15
Properties=species:S:1:pos:R:3:forces:R:3:lowdin_charge:R:1 method="wB97M-V/def2-TZVPD" lumo_ev=1.00 e_above_lowest_kcal_mol=45.7 homo_ev=-9.42 orbital_gap_ev=10.43 smiles="C=CC[C@@H](N)O" total_energy_ha=-287.7596
O 0.915 1.348 -0.772 0.5902 -1.1170 -2.7659 -0.055
N 2.264 -0.358 -0.261 0.0661 -0.2533 1.2014 0.034
C -0.186 -0.576 0.269 0.2045 0.5059 0.0791 -0.170
C -1.422 0.184 0.627 0.0765 -0.1436 -0.0428 -0.195
C 1.046 0.357 0.192 0.7955 -1.1484 -0.2963 -0.492
C -2.481 0.296 -0.153 -0.0993 0.0676 0.0497 0.004
H 2.076 -1.063 -0.970 -0.3116 -0.0587 0.2645 0.074
H 0.016 -1.343 1.025 0.0258 0.0046 -0.0544 0.115
H 1.399 0.831 -1.540 -1.4550 2.4112 1.6895 0.144
H -0.320 -1.071 -0.698 0.0747 0.0163 0.0165 0.114
H -1.398 0.682 1.589 -0.1059 0.0631 0.1228 0.102
H 1.239 0.836 1.161 0.0178 -0.2207 -0.1109 0.147
H -2.519 -0.163 -1.129 0.0468 -0.1374 -0.1336 0.057
H -3.352 0.857 0.143 -0.0902 0.1237 0.0820 0.050
H 2.722 -0.816 0.516 0.1642 -0.1134 -0.1015 0.072



# 2
15
Properties=species:S:1:pos:R:3:forces:R:3:lowdin_charge:R:1 method="wB97M-V/def2-TZVPD" lumo_ev=0.83 e_above_lowest_kcal_mol=35.7 homo_ev=-9.85 orbital_gap_ev=10.68 smiles="CC(C)C(N)=O" total_energy_ha=-287.7755
O -1.575 -1.173 1.255 0.5690 0.4218 -0.2881 0.050
N -1.337 -1.278 -0.983 0.0744 -0.2803 -0.1449 0.150
C 0.219 1.004 1.461 0.1930 0.1104 -0.2074 -0.078
C 0.566 0.948 -1.209 -0.9999 0.2080 0.5816 -0.065
C -0.946 -0.862 0.258 0.2657 0.1607 -0.4607 -0.521
C 0.267 0.078 0.244 0.0802 1.5990 -2.0699 -0.260
H -2.028 -2.011 -1.007 0.0436 -0.0124 -0.0023 0.107
H -0.367 1.383 -1.513 -0.3543 0.6031 -0.3741 0.050
H 0.984 0.400 -2.096 -0.5297 -0.2352 1.1142 0.074
H 1.327 1.728 -1.024 -0.5477 -0.2951 0.3490 0.072
H -0.648 -1.272 -1.716 -0.1411 0.0454 -0.1111 0.087
H 1.182 1.483 1.645 -0.0638 0.0538 -0.0909 0.073
H -0.100 0.520 2.396 0.1787 -0.2051 -0.5494 0.078
H 1.188 -0.285 -0.164 1.0126 -2.1606 2.1647 0.095
H -0.534 1.778 1.258 0.2192 -0.0136 0.0892 0.086



# 3
15
Properties=species:S:1:pos:R:3:forces:R:3:lowdin_charge:R:1 method="wB97M-V/def2-TZVPD" lumo_ev=0.84 e_above_lowest_kcal_mol=53.9 homo_ev=-9.55 orbital_gap_ev=10.39 smiles="C=CC.NC=O" total_energy_ha=-287.7465
O -2.956 -1.759 -0.856 2.1012 1.1122 -1.3518 -0.039
N -2.008 -1.188 -2.858 0.5159 -0.3438 -0.7195 0.073
C 0.592 -0.264 1.946 3.7448 4.2761 -1.7000 0.041
C -2.090 -1.123 -1.488 -2.3166 0.3447 1.2269 -0.402
C 1.283 0.391 1.000 -0.8884 -0.4021 2.6231 -0.237
C 1.951 1.648 1.273 3.2608 1.6758 0.6798 -0.147
H 1.347 2.475 0.980 -0.5968 0.7528 -0.4497 0.058
H -2.740 -1.792 -3.285 1.1908 0.5866 0.4113 0.116
H 0.099 -1.055 1.698 -3.0520 -4.8410 -0.9741 -0.010
H 2.948 1.801 0.719 -1.4117 -0.4328 0.5821 0.098
H 0.739 0.079 2.908 -0.3479 0.4603 2.0603 0.041
H -1.556 -0.257 -0.960 0.0907 -1.3100 -0.8348 0.134
H -1.175 -0.906 -3.440 -1.5648 -0.3835 1.2899 0.119
H 1.355 0.078 0.021 -0.2777 -0.8925 -2.0992 0.064
H 2.214 1.871 2.343 -0.4481 -0.6029 -0.7443 0.090